{"formula": "C43H49CsFN8O5S", "method": "ωB97M-V with the def2-TZVPD basis set", "energy_ev": -81637.6376, "de_lowest_kj_mol": 0.0, "charge": 1, "homo_lumo_gap_ha": 0.22727, "homo_ev": -9.23, "elements": ["Cs", "C", "C", "C", "C", "C", "N", "C", "C", "C", "N", "C", "C", "C", "C", "C", "C", "C", "C", "N", "C", "C", "C", "N", "C", "C", "C", "C", "O", "C", "O", "H", "H", "H", "H", "H", "H", "H", "H", "H", "H", "H", "H", "H", "H", "H", "H", "H", "H", "H", "H", "H", "H", "H", "H", "H", "H", "H", "H", "C", "C", "N", "C", "C", "C", "O", "O", "C", "O", "C", "C", "C", "F", "C", "C", "C", "N", "C", "C", "N", "C", "C", "H", "H", "H", "H", "H", "H", "H", "H", "H", "H", "H", "H", "H", "H", "H", "H", "H", "H", "S", "C", "C", "N", "C", "H", "H", "H"], "positions_angstrom": [[1.046, 2.870, 0.334], [2.000, 4.190, 8.223], [2.030, 3.732, 6.816], [2.727, 2.613, 6.436], [3.005, 2.358, 4.999], [3.738, 1.370, 4.392], [4.291, 0.235, 4.856], [4.192, -0.239, 6.234], [2.837, -0.789, 6.605], [2.315, -1.818, 5.559], [1.398, -1.230, 4.549], [0.429, -1.960, 4.043], [-0.593, -1.529, 3.234], [-1.568, -2.522, 2.841], [-2.542, -2.257, 1.964], [-3.587, -3.212, 1.491], [-2.649, -0.906, 1.538], [-1.797, 0.106, 1.918], [-1.966, 1.464, 1.327], [-2.120, 2.595, 1.894], [-2.194, 2.651, 3.339], [-1.053, 3.515, 3.906], [-1.157, 4.990, 3.520], [0.050, 5.640, 3.002], [1.212, 5.366, 3.422], [1.708, 4.414, 4.486], [1.503, 4.640, 5.785], [2.458, 3.293, 4.026], [2.672, 3.222, 2.811], [-0.651, -0.197, 2.686], [0.275, 0.622, 2.949], [2.146, 3.433, 8.964], [0.999, 4.608, 8.481], [2.726, 4.978, 8.452], [3.091, 1.994, 7.247], [3.974, 1.564, 3.345], [4.986, -0.173, 4.252], [4.470, 0.531, 6.948], [4.922, -1.074, 6.309], [2.143, 0.072, 6.676], [2.840, -1.185, 7.596], [1.735, -2.611, 6.046], [3.106, -2.339, 5.038], [1.367, -0.268, 4.326], [0.469, -2.988, 4.287], [-1.429, -3.528, 3.257], [-3.329, -4.235, 1.731], [-3.708, -3.129, 0.408], [-4.578, -3.015, 1.911], [-3.462, -0.629, 0.880], [-1.837, 1.499, 0.227], [-2.186, 1.676, 3.769], [-3.160, 3.107, 3.582], [-0.109, 3.114, 3.538], [-0.989, 3.336, 4.989], [-1.566, 5.587, 4.363], [-1.874, 5.120, 2.714], [2.046, 5.829, 2.919], [0.982, 5.534, 6.102], [-2.499, 0.476, -7.757], [-1.081, 0.378, -7.265], [-0.923, 0.390, -5.820], [-0.397, 1.477, -5.197], [-0.111, 1.550, -3.852], [0.466, 2.870, -3.313], [0.226, 3.072, -2.153], [1.149, 3.561, -4.109], [-0.298, 0.414, -3.022], [0.009, 0.260, -1.823], [-0.778, -0.801, -3.733], [-0.947, -2.012, -3.035], [-1.390, -3.130, -3.677], [-1.616, -4.199, -2.930], [-1.738, -3.102, -5.010], [-1.622, -1.923, -5.743], [-1.099, -0.781, -5.115], [-2.252, -4.313, -5.680], [-1.317, -5.425, -5.791], [-1.972, -6.417, -6.799], [-3.258, -5.871, -7.315], [-4.218, -5.616, -6.197], [-3.498, -4.805, -5.108], [-2.482, 0.548, -8.849], [-3.016, 1.403, -7.358], [-3.110, -0.360, -7.525], [-0.508, 1.256, -7.671], [-0.647, -0.533, -7.708], [-0.094, 2.300, -5.837], [-0.695, -2.058, -1.957], [-1.961, -1.945, -6.783], [-1.237, -5.959, -4.811], [-0.345, -5.065, -6.064], [-2.246, -7.302, -6.284], [-1.312, -6.617, -7.617], [-3.611, -6.568, -7.998], [-3.104, -4.989, -7.820], [-4.633, -6.560, -5.880], [-5.034, -5.051, -6.642], [-3.302, -5.415, -4.221], [-4.110, -3.963, -4.834], [4.538, 3.438, -3.986], [5.848, 2.583, -3.254], [5.446, 2.082, -2.047], [4.155, 2.317, -1.726], [3.554, 3.062, -2.595], [6.748, 2.473, -3.748], [6.014, 1.428, -1.418], [2.526, 3.409, -2.464]]}